{
  "formula": "C35H38ClIrN4OS3",
  "method": "wB97M-V/def2-TZVPD",
  "multiplicity": 5,
  "relative_energy_kcal_mol": 14.4,
  "symbols": ["Ir", "C", "N", "C", "C", "C", "N", "C", "C", "H", "H", "H", "H", "H", "H", "H", "H", "H", "H", "H", "H", "H", "H", "H", "H", "S", "C", "C", "C", "C", "N", "C", "C", "C", "S", "C", "N", "H", "H", "Cl", "C", "C", "C", "C", "C", "C", "C", "H", "H", "H", "H", "H", "H", "O", "S", "C", "C", "C", "C", "C", "C", "C", "C", "C", "C", "C", "C", "C", "C", "H", "H", "H", "H", "H", "H", "H", "H", "H", "H", "H", "H", "H", "H"],
  "positions_angstrom": [[0.8638, 1.0429, -0.1190], [2.6313, 3.8561, -1.3699], [1.5910, 3.6912, -0.3467], [2.0434, 4.3550, 0.8805], [0.3441, 4.3246, -0.7702], [-0.3012, 3.5888, -1.9265], [-0.6923, 2.2111, -1.5933], [-0.8265, 1.4572, -2.8492], [-1.9895, 2.2290, -0.9040], [2.7356, 4.9125, -1.6546], [2.4096, 3.2686, -2.2587], [3.5815, 3.5088, -0.9741], [2.2261, 5.4227, 0.6951], [2.9586, 3.8903, 1.2357], [1.2966, 4.2510, 1.6602], [0.5212, 5.3664, -1.0757], [-0.3296, 4.3442, 0.0889], [0.4102, 3.5520, -2.7506], [-1.1798, 4.1478, -2.2719], [-1.5433, 1.9480, -3.5210], [-1.1763, 0.4537, -2.6312], [0.1399, 1.3959, -3.3496], [-2.7754, 2.5916, -1.5754], [-1.9459, 2.8742, -0.0275], [-2.2331, 1.2212, -0.5877], [3.3261, 1.2736, 0.5554], [3.7462, -0.2697, 1.1975], [4.8238, -0.3906, 2.0746], [5.1181, -1.6013, 2.6817], [6.1909, -1.6945, 3.6181], [7.0510, -1.7634, 4.3779], [4.3203, -2.7293, 2.4030], [3.2896, -2.6255, 1.4802], [2.9957, -1.4104, 0.8630], [1.7282, -1.3256, -0.3121], [4.5313, -3.9738, 3.0680], [4.6537, -4.9847, 3.6021], [5.4292, 0.4800, 2.2880], [2.6880, -3.4951, 1.2505], [3.3187, 2.3732, 6.3683], [2.2707, 1.8796, 5.0789], [2.3336, 0.5802, 4.5981], [1.4996, 0.1953, 3.5671], [0.5975, 1.0915, 2.9736], [-0.2324, 0.6970, 1.8416], [0.5220, 2.3780, 3.5272], [1.3464, 2.7746, 4.5614], [3.0247, -0.1275, 5.0367], [1.5465, -0.8232, 3.2003], [-1.1478, 1.2839, 1.7482], [-0.4274, -0.3709, 1.8188], [-0.2256, 3.0619, 3.1390], [1.2828, 3.7733, 4.9731], [-1.1780, -0.7734, -0.8414], [-2.0644, -1.6144, 0.0266], [-1.2070, -3.2407, 0.2524], [-1.2610, -4.1873, -0.9010], [-1.8361, -5.4461, -0.7670], [-1.9208, -6.3037, -1.8545], [-1.4335, -5.9069, -3.0904], [-0.8524, -4.6540, -3.2333], [-0.7643, -3.7990, -2.1467], [-3.4863, -2.1779, -1.0352], [-4.1038, -1.0162, -1.7413], [-3.8672, -0.8100, -3.0959], [-4.4377, 0.2680, -3.7565], [-5.2327, 1.1692, -3.0644], [-5.4557, 0.9848, -1.7064], [-4.8921, -0.0972, -1.0501], [-1.6348, -3.6689, 1.1600], [-0.1819, -2.9169, 0.4388], [-2.2142, -5.7647, 0.1975], [-2.3848, -7.2743, -1.7383], [-1.5240, -6.5698, -3.9410], [-0.4813, -4.3373, -4.1997], [-0.3225, -2.8156, -2.2545], [-4.1782, -2.6320, -0.3234], [-3.1138, -2.9239, -1.7301], [-3.2448, -1.5115, -3.6395], [-4.2625, 0.4070, -4.8158], [-5.6768, 2.0106, -3.5804], [-6.0710, 1.6883, -1.1599], [-5.0781, -0.2476, 0.0076]],
  "forces_ev_per_a": [[0.722, -0.214, 0.820], [-0.015, -0.061, 0.005], [0.004, 0.127, -0.042], [0.089, -0.124, 0.006], [-0.163, -0.254, -0.061], [0.287, 0.187, 0.105], [0.369, -0.209, -0.038], [-0.042, -0.194, -0.171], [-0.079, -0.069, 0.156], [-0.020, 0.019, 0.005], [0.002, -0.019, 0.009], [0.007, -0.042, 0.004], [0.005, -0.002, 0.005], [0.047, -0.017, 0.002], [-0.116, -0.023, 0.049], [0.000, 0.028, 0.039], [0.001, 0.026, 0.014], [-0.087, -0.036, -0.073], [0.010, -0.037, -0.045], [-0.008, 0.040, 0.045], [-0.011, -0.019, 0.019], [0.012, 0.030, 0.053], [0.009, 0.034, -0.051], [0.036, 0.011, -0.006], [-0.050, -0.024, -0.010], [-0.690, 0.383, -0.254], [-0.031, -0.232, -0.028], [0.048, -0.026, -0.026], [-0.369, -0.098, -0.168], [0.274, 0.014, 0.222], [-0.030, 0.017, -0.046], [-0.037, 0.331, -0.202], [0.025, 0.047, 0.038], [0.202, 0.029, 0.045], [-0.535, 0.652, -0.258], [0.056, -0.309, 0.168], [0.021, 0.045, -0.042], [-0.016, -0.004, 0.091], [0.031, -0.032, 0.014], [0.078, 0.045, 0.081], [-0.139, -0.104, -0.104], [0.052, 0.035, 0.108], [-0.188, 0.067, -0.236], [0.259, 0.161, 0.611], [0.245, 0.060, -0.679], [-0.111, -0.238, -0.210], [0.130, 0.089, 0.071], [0.028, 0.027, 0.002], [0.037, -0.017, -0.026], [-0.046, -0.058, -0.023], [-0.107, 0.003, -0.017], [0.053, 0.088, -0.006], [-0.022, -0.005, 0.005], [-0.176, -0.101, -0.240], [-0.288, -0.535, -0.215], [-0.264, 0.221, -0.010], [0.009, 0.008, -0.183], [0.005, 0.023, 0.063], [-0.021, 0.027, -0.037], [-0.097, -0.055, -0.006], [-0.057, 0.021, -0.026], [0.093, 0.005, 0.040], [0.363, 0.159, 0.432], [0.046, 0.280, 0.056], [0.013, -0.098, -0.013], [0.014, 0.075, -0.035], [0.035, -0.013, 0.007], [-0.007, 0.076, 0.027], [-0.047, -0.125, 0.004], [0.029, -0.016, 0.014], [0.002, 0.096, 0.153], [-0.031, 0.031, 0.008], [0.039, -0.019, 0.005], [0.058, 0.005, -0.010], [0.045, -0.007, 0.017], [0.044, -0.013, 0.004], [0.002, -0.109, -0.025], [-0.031, -0.034, -0.034], [0.004, -0.004, 0.006], [0.018, -0.020, 0.001], [-0.012, -0.007, 0.005], [-0.010, -0.024, 0.011], [-0.004, 0.027, 0.009]],
  "mulliken_spin": [2.33, 0.02, 0.05, 0.02, -0.02, 0.02, 0.00, 0.03, 0.02, 0.00, 0.00, 0.00, 0.00, 0.00, 0.00, 0.01, 0.00, 0.00, 0.00, 0.00, 0.00, 0.01, 0.00, 0.00, 0.00, 0.39, 0.04, 0.00, 0.00, 0.00, 0.00, 0.01, -0.02, 0.02, 0.40, 0.00, 0.00, -0.01, -0.01, 0.01, 0.06, -0.04, 0.03, 0.03, 0.47, 0.05, -0.03, 0.00, 0.00, 0.00, -0.03, 0.00, 0.00, 0.13, 0.02, 0.01, -0.02, 0.00, 0.00, 0.00, 0.00, 0.02, 0.01, 0.00, 0.00, 0.00, 0.00, 0.00, 0.00, 0.00, 0.01, 0.00, 0.00, 0.00, 0.00, -0.01, 0.00, 0.00, 0.00, 0.00, 0.00, 0.00, 0.00]
}

{
  "formula": "C30H44ClIN4O10S3",
  "method": "wB97M-V/def2-TZVPD",
  "multiplicity": 1,
  "energy_ev": -111386.699,
  "symbols": ["C", "C", "C", "O", "C", "C", "N", "C", "C", "C", "C", "C", "C", "O", "Cl", "C", "C", "C", "C", "I", "C", "N", "C", "C", "C", "O", "C", "C", "O", "C", "N", "C", "S", "N", "C", "H", "H", "H", "H", "H", "H", "H", "H", "H", "H", "H", "H", "H", "H", "H", "H", "H", "H", "H", "H", "H", "H", "H", "H", "H", "H", "H", "H", "O", "S", "O", "O", "C", "C", "C", "H", "H", "H", "H", "H", "H", "H", "H", "O", "S", "O", "O", "C", "C", "C", "H", "H", "H", "H", "H", "H", "H", "H"],
  "positions_angstrom": [[-4.6243, 2.1660, 0.6919], [-4.3504, 0.6525, 0.7082], [-3.0265, 0.3458, 1.4198], [-2.1875, -0.5902, 0.7203], [-1.2416, 0.0347, -0.0455], [-0.1201, 0.5631, 0.5522], [-0.0019, 0.4683, 1.9519], [0.9820, -0.1681, 2.4580], [1.4481, 0.2601, 3.8302], [1.6614, -1.3470, 1.8058], [0.8632, 1.2094, -0.2564], [2.0828, 1.8036, 0.4068], [1.9166, 3.2623, 0.8371], [2.8435, 3.9740, 1.0336], [0.2572, 3.8539, 1.0288], [0.6939, 1.3215, -1.6230], [1.7219, 2.0072, -2.5026], [2.5027, 1.0051, -3.3523], [3.1906, -0.1157, -2.5502], [3.9375, 2.1061, -4.5357], [-0.4726, 0.7843, -2.2393], [-0.6505, 0.9420, -3.5857], [-1.7570, 0.4615, -4.0814], [-2.0264, 0.6659, -5.5584], [-1.8062, 2.1386, -5.9629], [-0.9032, 2.2570, -7.0695], [0.3970, 2.4740, -6.7203], [1.3675, 1.5107, -7.3520], [0.7408, 3.3623, -5.9920], [-2.7023, -0.2325, -3.2637], [-3.8995, -0.7641, -3.8625], [-3.8048, -1.7870, -4.5090], [-3.5741, -2.9780, -5.4902], [-2.5634, -0.3925, -1.9909], [-1.4342, 0.1414, -1.4411], [-4.3250, 2.5819, 1.6582], [-4.0397, 2.6818, -0.0707], [-5.6860, 2.3766, 0.5722], [-4.3481, 0.2896, -0.3188], [-5.1771, 0.1580, 1.2195], [-3.2436, -0.0883, 2.3952], [-2.5044, 1.2825, 1.6247], [0.5800, 0.2137, 4.4953], [1.7632, 1.3011, 3.8185], [2.1975, -0.4055, 4.2513], [2.5798, -1.5764, 2.3460], [1.9150, -1.1945, 0.7592], [1.0122, -2.2148, 1.9370], [2.4058, 1.2513, 1.2848], [2.9322, 1.8274, -0.2688], [1.1602, 2.6420, -3.1934], [2.3722, 2.6772, -1.9490], [1.8356, 0.5578, -4.0812], [2.9072, -0.0905, -1.4977], [4.2727, -0.0520, -2.6280], [2.8612, -1.0825, -2.9301], [-3.0647, 0.4377, -5.7824], [-1.4010, 0.0079, -6.1616], [-2.7468, 2.5659, -6.3073], [-1.4770, 2.7518, -5.1261], [1.0104, 1.1839, -8.3277], [1.4494, 0.6445, -6.6938], [2.3263, 2.0063, -7.4623], [4.2312, -2.3264, 0.1836], [5.3390, -2.9945, -0.4353], [5.1763, -3.6247, -1.7076], [5.9446, -4.0367, 0.5988], [5.0434, -4.9995, 1.1898], [4.6823, -6.1209, 0.2375], [6.7226, -1.9112, -0.5009], [4.1541, -4.4875, 1.5608], [5.5762, -5.3948, 2.0522], [4.0828, -5.7569, -0.5956], [4.1084, -6.8838, 0.7639], [5.5815, -6.5747, -0.1786], [6.8614, -1.4571, 0.4762], [6.4975, -1.1517, -1.2468], [7.5981, -2.4826, -0.7970], [-4.1304, 0.6633, 4.7184], [-4.5795, -0.1728, 5.7902], [-5.9642, -0.2099, 6.1428], [-3.7128, 0.1489, 7.0830], [-3.6383, 1.5263, 7.5142], [-4.8993, 1.9861, 8.2166], [-4.0039, -1.8161, 5.5392], [-3.3998, 2.1633, 6.6613], [-2.7918, 1.5647, 8.1970], [-5.7435, 2.0270, 7.5300], [-4.7491, 2.9822, 8.6333], [-5.1628, 1.2990, 9.0206], [-2.9441, -1.7848, 5.3017], [-4.5696, -2.2277, 4.7061], [-4.1886, -2.3921, 6.4419]],
  "forces_ev_per_a": [[0.093, -0.257, 0.538], [-0.118, 0.508, -0.258], [-0.592, -0.079, 0.294], [0.209, 0.256, -0.084], [-0.266, 0.050, 0.156], [-0.628, -1.115, -0.098], [1.299, 1.121, -0.412], [-0.420, -0.065, 0.036], [-0.969, -0.706, 0.366], [0.549, 0.310, 0.477], [0.124, -0.140, 0.041], [-0.493, 0.399, -0.269], [0.475, -0.237, -0.003], [-0.166, 0.116, 0.082], [0.020, -0.018, 0.012], [0.357, 0.091, 0.171], [-0.818, 0.140, -0.497], [0.263, -0.178, 0.395], [-0.125, 0.093, -0.214], [-0.010, -0.094, 0.064], [0.514, 0.270, 0.173], [-0.526, -0.364, 0.572], [-0.064, -0.088, -0.841], [-0.134, 0.656, 0.285], [-0.416, 0.326, -0.240], [0.196, -0.587, 0.325], [0.537, 0.309, -0.127], [-0.356, 0.333, -0.421], [-0.317, -0.140, 0.206], [-0.269, 0.154, 0.502], [0.548, -0.660, 0.045], [0.173, 0.553, -0.411], [-0.308, -0.147, 0.210], [0.158, 0.230, -0.179], [-0.247, -0.207, -0.019], [-0.111, 0.116, -0.016], [-0.061, -0.030, -0.088], [0.030, 0.085, -0.215], [0.168, -0.215, 0.060], [0.057, -0.107, 0.019], [0.142, -0.112, -0.022], [0.313, -0.112, -0.175], [0.048, 0.141, 0.034], [0.204, -0.030, -0.074], [0.205, 0.169, -0.092], [0.081, -0.005, -0.173], [-0.220, -0.122, -0.072], [-0.120, 0.024, -0.276], [-0.042, 0.038, 0.081], [0.082, -0.097, 0.049], [0.135, 0.070, -0.018], [0.126, -0.117, 0.059], [-0.058, 0.182, -0.091], [0.044, 0.064, 0.003], [0.021, -0.120, 0.086], [0.194, -0.075, -0.001], [0.035, -0.294, 0.008], [0.065, 0.016, 0.001], [0.011, -0.041, -0.071], [0.260, -0.069, -0.033], [-0.062, -0.089, 0.063], [0.096, -0.022, -0.019], [0.107, -0.144, 0.161], [-0.141, -0.035, -0.093], [0.376, 0.009, 0.098], [-0.189, 0.058, -0.030], [0.051, 0.072, -0.009], [-0.314, -0.387, 0.174], [0.003, 0.120, -0.216], [0.044, 0.037, 0.047], [0.038, 0.121, -0.084], [0.156, 0.137, -0.038], [-0.016, 0.004, 0.020], [0.037, 0.011, 0.061], [0.007, -0.041, 0.064], [-0.009, -0.011, 0.005], [-0.047, -0.024, -0.012], [-0.016, -0.015, -0.018], [-0.140, 0.124, -0.064], [0.207, -0.224, 0.176], [-0.056, 0.085, -0.115], [0.013, -0.096, -0.007], [-0.008, 0.499, 0.176], [-0.170, -0.134, -0.116], [0.060, -0.048, 0.008], [-0.037, -0.116, -0.091], [0.039, -0.202, -0.042], [0.016, 0.019, -0.010], [0.069, -0.013, 0.012], [0.051, 0.034, 0.044], [-0.003, 0.017, -0.001], [-0.025, 0.048, -0.009], [-0.021, 0.013, 0.003]],
  "mulliken_charge": [-1.29, -0.16, -0.09, -0.59, 0.59, -0.25, -0.35, 0.49, -1.32, -1.03, 1.07, -1.38, 0.32, -0.50, -0.15, 0.17, -2.13, -0.10, -0.36, 0.06, 0.57, -0.16, 0.55, -0.60, -0.86, -0.43, 0.90, -1.01, -0.51, 0.05, -0.58, 0.47, -0.36, -0.60, 0.27, 0.31, 0.32, 0.40, 0.22, 0.38, -0.01, 0.34, 0.32, 0.30, 0.39, 0.47, 0.07, 0.42, 0.65, 0.35, 0.52, 0.85, 0.22, -0.21, 0.32, 0.27, 0.37, 0.39, 0.37, 0.46, 0.39, 0.17, 0.30, -0.50, 1.17, -0.64, -0.30, -0.17, -1.01, -0.92, 0.17, 0.29, 0.29, 0.40, 0.27, 0.32, 0.31, 0.35, -0.56, 1.20, -0.63, -0.30, -0.28, -1.00, -0.98, 0.28, 0.28, 0.29, 0.39, 0.27, 0.27, 0.38, 0.37]
}

no.,molar mass (g mol⁻¹)
1,854.6
2,879.3